[1]
A single C4H10N2O molecule in a non-equilibrium geometry, computed with ωB97M-V/def2-TZVPD.

Geometry as XYZ:
```
17
C4H10N2O (ωB97M-V/def2-TZVPD)
C -1.587 0.546 0.655
C -0.585 -0.710 0.464
C 0.324 -0.922 1.662
N 0.276 -0.527 -0.750
C 0.666 0.766 -1.072
N 1.294 0.873 -2.314
O 0.484 1.720 -0.374
H -2.423 0.124 1.202
H -0.861 1.295 1.091
H -1.945 0.830 -0.343
H -1.389 -1.656 0.233
H 1.374 -1.193 1.441
H -0.101 -1.670 2.329
H 0.453 0.085 2.170
H 0.759 -1.392 -0.939
H 1.538 0.107 -2.888
H 1.723 1.725 -2.566
```

structure (SMILES)	CC(C)NC(N)=O
orbital gap	0.3758	Ha
E	-343.14924	Ha

---

[2]
2 unconnected molecules or ions with the total composition C3H9NO3, computed with ωB97M-V/def2-TZVPD.

Geometry as XYZ:
```
16
C3H9NO3 (ωB97M-V/def2-TZVPD)
O -1.028 1.831 0.845
C -0.103 1.390 0.207
C 0.119 -0.084 -0.036
N 1.349 -0.251 -0.827
C 1.582 -1.632 -1.197
O 0.576 -2.060 -2.089
H 0.717 2.030 -0.163
H -0.704 -0.535 -0.580
H 0.199 -0.564 0.947
H 2.133 0.082 -0.276
H 2.563 -1.771 -1.663
H 1.597 -2.316 -0.338
H 0.465 -1.324 -2.709
O -3.476 1.934 2.464
H -3.425 1.433 3.269
H -2.563 1.837 2.146
```

structure (SMILES)	O=CCNCO.O
orbital gap	0.3958	Ha
E	-400.14891	Ha

---

[3]
2 unconnected molecules or ions with the total composition C5H13O3P in a non-equilibrium geometry, computed with ωB97M-V/def2-TZVPD.

Geometry as XYZ:
```
22
C5H13O3P (ωB97M-V/def2-TZVPD)
C 1.392 1.046 1.103
C 0.522 1.886 0.215
O 0.613 1.819 -0.968
O -0.474 2.692 0.762
C -1.231 1.824 1.577
P -1.823 0.312 0.636
H 2.395 1.000 0.715
H 1.381 1.349 2.142
H 1.021 0.021 1.073
H -2.095 2.376 1.930
H -0.709 1.483 2.466
H -2.645 -0.395 1.515
H -0.788 -0.546 0.135
H -2.603 0.657 -0.467
C 0.721 -1.240 -1.835
C 0.544 -2.678 -1.374
O 0.289 -2.673 -0.033
H 1.557 -0.774 -1.309
H 0.919 -1.138 -2.914
H -0.196 -0.678 -1.615
H 1.455 -3.226 -1.719
H -0.247 -3.117 -2.036
```

orbital gap	0.2112	Ha
E	-765.18028	Ha

---

[4]
A single C3H8FN molecule in a non-equilibrium geometry, computed with ωB97M-V/def2-TZVPD.

Geometry as XYZ:
```
13
C3H8FN (ωB97M-V/def2-TZVPD)
C 0.533 1.354 -0.071
C 0.462 -0.132 0.336
N 1.709 -0.761 -0.103
C -0.800 -0.728 -0.224
F -1.996 0.088 0.089
H 0.906 1.964 0.725
H -0.418 1.691 -0.454
H 1.360 1.449 -0.843
H 0.305 -0.246 1.406
H 2.080 -0.081 -0.719
H 2.332 -0.786 0.710
H -0.711 -0.684 -1.279
H -1.025 -1.731 0.128
```

structure (SMILES)	C[C@H](N)CF
orbital gap	0.4017	Ha
E	-273.69412	Ha

---

[5]
5 unconnected molecules or ions with the total composition C15H37FN5O6PS in a non-equilibrium geometry, computed with ωB97M-V/def2-TZVPD.

Geometry as XYZ:
```
66
C15H37FN5O6PS (ωB97M-V/def2-TZVPD)
C 2.988 0.799 -2.460
C 2.314 1.018 -1.072
P 0.951 -0.227 -0.679
C 1.117 -1.542 -1.985
N -0.590 0.661 -0.839
S -1.404 0.435 -2.291
O -0.559 0.915 -3.405
O -2.641 1.251 -2.227
F -1.905 -1.086 -2.499
H 2.278 1.002 -3.270
H 3.437 -0.196 -2.567
H 3.822 1.517 -2.523
H 3.046 1.016 -0.255
H 1.847 2.013 -1.098
H 2.044 -2.091 -1.768
H 1.113 -1.179 -3.023
H 0.305 -2.281 -1.900
H -1.210 0.482 -0.055
C -1.465 1.944 -6.120
N -0.528 2.652 -6.972
C -1.031 3.581 -7.965
C 0.808 2.472 -6.869
O 1.638 3.035 -7.551
H -2.137 1.345 -6.741
H -2.050 2.666 -5.546
H -0.940 1.288 -5.431
H -0.711 3.264 -8.959
H -0.626 4.577 -7.775
H -2.118 3.617 -7.926
H 1.087 1.748 -6.087
C 0.598 -2.846 4.189
N 1.408 -2.075 3.267
C 1.255 -0.632 3.225
C 2.306 -2.664 2.444
O 3.018 -2.081 1.651
H -0.460 -2.686 3.960
H 0.800 -2.517 5.210
H 0.822 -3.906 4.109
H 0.957 -0.328 2.220
H 2.210 -0.158 3.460
H 0.503 -0.311 3.943
H 2.339 -3.759 2.560
C -1.276 6.146 -1.206
N -1.171 4.863 -0.542
C -2.385 4.143 -0.196
C 0.023 4.313 -0.236
O 0.173 3.242 0.319
H -1.833 6.840 -0.573
H -1.802 6.023 -2.155
H -0.288 6.559 -1.400
H -2.418 3.982 0.884
H -2.389 3.171 -0.692
H -3.258 4.712 -0.506
H 0.877 4.936 -0.543
C -1.427 -6.685 7.865
N -0.644 -5.879 6.950
C -0.831 -4.441 6.939
C 0.257 -6.430 6.105
O 0.945 -5.815 5.316
H -2.490 -6.549 7.653
H -1.222 -6.375 8.892
H -1.178 -7.739 7.758
H -1.148 -4.121 5.945
H 0.114 -3.948 7.176
H -1.584 -4.156 7.670
H 0.319 -7.525 6.197
```

structure (SMILES)	CCP(C)NS(=O)(=O)F.CN(C)C=O.CN(C)C=O.CN(C)C=O.CN(C)C=O
orbital gap	0.3186	Ha
E	-2158.33508	Ha

---

[6]
A single C2H5N3 molecule in a non-equilibrium geometry, computed with ωB97M-V/def2-TZVPD.

Geometry as XYZ:
```
10
C2H5N3 (ωB97M-V/def2-TZVPD)
N 1.631 -1.608 1.483
C 1.221 -0.718 0.889
C 0.891 0.436 0.007
N -0.551 0.423 0.245
N -1.235 -0.516 -0.575
H 1.319 1.353 0.422
H 1.186 0.195 -1.024
H -0.912 1.377 0.158
H -2.093 -0.795 -0.108
H -1.456 -0.145 -1.498
```

structure (SMILES)	N#CCNN
orbital gap	0.3862	Ha
E	-243.40811	Ha